No. 1
# C27H58FI4N12O20S

A cluster of 9 separate species, C27H58FI4N12O20S in total at a distorted geometry (ωB97M-V with the def2-TZVPD basis set, the OMol25 dataset).

Structure (XYZ):
```
123
Properties=species:S:1:pos:R:3:forces:R:3
H 6.509494 -2.244350 -3.844061 -0.15 0.02 -0.08
C 1.245806 -3.181023 -1.578093 0.71 0.50 -0.20
N 4.603596 -1.977704 -4.696468 0.11 -0.16 0.01
H -5.229122 0.057846 7.136290 0.17 -0.06 -0.01
H 1.965567 -1.929779 8.011726 -0.11 0.17 -0.10
N 4.280077 -3.318695 7.793686 0.19 -0.32 0.19
I -1.443150 0.520977 3.984547 0.10 -0.46 -0.59
H -5.579844 -4.244197 -4.430573 0.83 0.69 0.80
C 2.312985 4.207095 -6.839285 0.18 -0.25 0.03
H 3.138738 5.315606 1.133852 -0.76 -1.25 -0.53
H 6.598673 5.401302 -1.278625 -0.06 0.11 0.11
O 3.879965 -2.185095 8.007207 0.54 -0.37 0.00
C -0.134639 -0.085470 -4.317889 0.56 -0.21 0.32
O 0.772898 -1.841991 5.711487 -0.41 0.08 0.25
H -1.374080 -2.611168 4.137957 -0.44 0.14 -1.31
N 0.616190 -0.545989 0.768353 0.61 1.86 3.77
H -1.285941 0.078617 -2.321399 0.20 0.59 -1.05
C 6.280840 6.439902 -1.230233 0.15 -0.23 -0.23
O -2.919893 -3.627830 11.146796 -0.08 0.32 -0.05
C 4.762030 -3.612632 6.419798 0.14 -0.20 -0.25
O 4.316415 -4.219735 8.604028 -0.13 0.38 -0.14
H 1.612005 4.910672 0.209862 1.03 -0.76 0.45
H 3.388685 -2.565639 -1.778908 -0.85 -0.05 1.08
H -3.998227 -1.273543 -1.667791 -0.64 0.71 -0.73
H -1.299418 1.583115 -3.469359 0.10 -1.33 0.69
C -4.774960 -0.022929 6.150020 -0.14 0.31 0.01
C 5.961410 -1.467892 -4.371941 0.33 -0.07 0.11
H 1.179065 4.916387 2.644259 0.51 -1.32 -0.48
C 1.297329 -0.212299 -3.557515 -0.88 -0.82 -3.04
H -4.853426 -3.884654 -2.769973 -0.03 0.50 -1.06
C -1.289211 -1.069888 2.484373 0.10 -1.53 -0.92
H 7.114273 7.109044 -1.436300 -0.17 0.04 -0.02
O -4.106733 -2.202081 6.528006 -0.31 0.23 -0.57
C 1.368532 -1.051217 7.800419 -0.39 0.22 0.27
C 1.088510 0.751904 1.025945 1.05 2.14 -3.94
H 3.052962 4.834115 -6.345228 -0.16 -0.01 0.05
H -6.462039 -0.872777 -3.600658 1.12 -0.74 0.17
N 1.446817 1.380214 -0.187979 -2.13 -5.43 0.70
H 5.839614 -0.586072 -3.744840 -0.01 0.01 -0.17
H -3.304920 -2.832584 8.279391 0.31 0.10 0.23
O 1.269297 1.519655 2.138712 -1.06 -3.07 -1.81
H 5.450618 6.622189 -1.910196 0.10 0.13 0.07
C 2.419570 4.470101 0.869131 -0.10 0.21 1.21
H 0.834398 -0.802502 2.834618 -0.44 -0.65 -1.56
H -0.006511 2.992064 1.135235 1.08 -0.50 0.67
H -2.701175 -1.179297 -3.932876 -0.29 1.50 -0.42
S 2.054196 2.274134 -2.745777 1.07 6.36 2.65
O -5.332485 -1.808128 4.787135 0.28 -0.08 0.20
H -4.153530 1.233776 -7.621204 -0.10 0.12 0.04
H 1.975093 -0.254097 7.374767 0.07 -0.21 -0.03
N -2.954521 -2.721895 10.336283 0.04 -0.22 0.11
H -2.154607 -4.051163 8.913276 -0.08 0.09 0.15
C 1.145418 0.357638 -1.122919 0.26 2.11 2.41
H -0.345264 -1.122171 -4.753760 0.10 1.30 0.70
H 3.932303 -3.436607 5.736670 0.08 0.13 0.07
C -5.202435 1.311958 -7.901572 0.08 0.01 -0.33
H -3.781645 -4.013923 -4.239342 -1.21 0.70 0.40
C -5.644202 -1.521617 -3.154456 -0.73 0.52 1.11
C -1.916589 -2.365857 3.174645 -1.20 1.17 0.35
O -4.953455 -2.245438 -4.185824 -0.15 -0.37 1.24
C -2.730666 -0.038218 -3.978678 0.13 -0.02 1.00
N 0.592802 -0.837218 -0.590769 1.38 3.13 -0.44
H 3.088157 -3.899072 -0.593312 -0.40 1.45 -0.43
N 5.803693 6.729918 0.146465 -0.02 0.03 0.15
H 5.084237 -4.650073 6.376958 -0.06 0.11 0.12
H 2.960757 3.591106 0.412776 -0.58 1.21 0.19
O -0.822297 -1.311507 7.094585 0.64 -0.13 -0.73
O -3.349687 -1.590789 10.552182 0.06 -0.21 0.01
F 2.252378 2.453610 -4.406761 -0.65 -1.71 2.70
H 6.451791 -1.219558 -5.311512 -0.11 0.10 0.08
C 0.651450 2.838579 2.037607 -0.42 2.92 1.74
I 0.953657 -3.345049 2.176681 0.01 0.65 -0.27
H -3.402541 1.162725 -2.250033 -0.73 -0.72 -0.98
H 1.416028 -3.200986 -2.707950 -0.60 0.04 1.55
C 0.250294 -1.300378 1.984102 -0.83 0.50 2.49
N -6.006924 0.744799 -6.788675 -0.17 -0.25 -0.05
H -5.403912 0.741443 -8.804780 -0.04 0.01 0.16
H 5.593378 -2.940850 6.213234 -0.16 0.04 -0.01
O 1.058751 3.339024 -2.405641 2.24 -4.06 -1.47
C 0.126466 -2.051667 -1.248085 -0.53 -1.34 -2.13
O 4.329891 -3.109062 -4.345810 -0.21 0.32 -0.04
H -5.368318 -0.100545 -1.476662 0.76 -0.66 -1.06
C -3.904364 0.507033 -3.045356 0.20 -0.03 0.99
H 0.021288 0.582028 -5.228334 -0.43 -0.68 1.29
H 1.444544 -1.313894 -3.368009 0.24 1.49 0.58
H 2.497207 3.736706 3.036086 -1.02 0.07 -1.17
H -5.501478 2.351116 -8.026205 0.11 -0.05 0.11
C 1.735398 4.007846 2.230137 -0.36 0.17 -0.48
I -1.791917 -2.888261 -0.533572 0.47 1.13 -0.06
N 0.353103 -1.432886 6.785307 -0.17 0.24 0.23
C -4.704767 -0.612492 -2.255169 -0.18 0.02 -0.16
C 2.685519 -2.892869 -0.952527 0.08 -1.36 0.03
C -2.474575 -3.012613 8.961111 -0.02 -0.35 -0.06
O 5.411254 7.858226 0.364479 0.05 -0.30 0.00
C -4.794988 -3.637221 -3.871214 0.29 -1.04 -0.68
H -3.749121 0.341307 6.156359 -0.08 -0.13 0.15
O 5.838956 5.821158 0.955925 -0.08 0.19 -0.08
C -1.307683 0.448706 -3.388786 -0.97 0.07 -1.92
H -2.044693 -3.243923 2.481253 0.49 0.95 0.73
O -6.718776 -0.205165 -7.040893 0.14 0.26 0.21
N 1.438537 0.678262 -2.395327 0.57 -0.55 -2.58
I 0.539196 -5.244570 -1.214504 0.91 0.55 -0.40
O 3.858354 -1.221161 -5.293088 0.01 -0.17 0.16
H -6.180290 -2.244966 -2.447842 0.66 0.83 -0.96
H 2.058842 0.024673 -4.374858 -0.67 -0.17 1.60
N 1.604927 5.050552 -7.836374 -0.07 0.10 -0.25
H 1.570565 3.841879 -6.133599 0.05 0.22 -0.03
O 1.665928 4.709436 -9.001719 -0.07 0.12 0.24
H -2.972557 -2.060274 3.491772 1.34 -0.47 -0.43
H -4.651065 1.173763 -3.566810 0.96 -0.83 0.27
O 1.014170 6.023395 -7.410382 0.12 -0.23 -0.09
H -5.367232 0.508355 5.409001 0.05 -0.18 0.03
H -1.643609 -2.344828 8.756051 -0.26 0.05 0.03
H -2.916092 0.334642 -5.026975 0.51 -0.62 0.99
H -0.257785 -1.742844 -2.279232 0.65 -0.01 1.68
N -4.735804 -1.464811 5.789698 -0.09 -0.01 -0.03
O 3.405733 2.504605 -2.175956 -3.39 -1.90 -2.04
H 0.855698 -0.709131 8.696516 -0.07 -0.03 -0.17
H -0.037510 2.932684 2.944063 0.92 -0.55 -1.23
O -5.892834 1.277614 -5.699114 -0.02 -0.11 -0.15
H -1.874824 -0.706222 1.584835 0.51 -0.52 1.25
H 2.792573 3.379947 -7.357450 -0.08 0.13 -0.04
H 2.689436 -2.220415 -0.048649 -0.02 -0.54 -1.19
```
Positions in Å, forces in eV/Å.

LUMO energy   -3.83 eV
Charge   +1
Frontier orbital gap   0.2784 Eh
HOMO   -0.419 Ha



No. 2
# C27H58N3O12S6

A cluster of 7 separate species, C27H58N3O12S6 in total at a distorted geometry (ωB97M-V with the def2-TZVPD basis set, the OMol25 dataset).

Structure (XYZ):
```
106
Properties=species:S:1:pos:R:3:forces:R:3
H 0.149044 -2.816608 -5.689636 0.11 0.06 -0.30
S 0.020703 -5.762827 -7.018461 -0.29 -0.07 -0.03
H 0.352499 7.548414 -5.638004 0.01 -0.05 0.06
H 1.266177 4.031949 -0.406024 -0.11 -0.08 0.05
H 0.782261 -1.338138 -6.093045 0.08 -0.17 -0.08
H -1.845835 6.823276 0.942609 -0.04 -0.11 0.05
C 2.856666 8.696939 -6.098444 -0.05 0.00 0.01
O 1.718600 6.229129 -3.827864 0.04 -0.06 0.09
S -1.289665 -1.354157 1.329061 0.08 0.61 -0.27
O 2.540527 -0.376881 4.233671 0.26 0.18 -0.08
N -0.212737 -2.423188 -3.212986 0.16 -0.47 -0.20
H -0.769288 7.650886 -1.448997 0.01 0.02 0.01
H 1.503915 5.429076 0.684272 -0.04 -0.02 0.05
S -1.935164 -4.289978 8.614921 -0.17 -0.19 -0.12
C 0.158082 -7.435886 -6.395890 -0.10 -0.23 0.19
H 3.900631 7.124633 -4.982165 -0.04 -0.05 0.14
H -0.827003 -0.719580 7.291426 -0.01 -0.02 0.01
H 1.792932 -0.046652 -3.357834 0.21 -0.03 -0.27
H 2.706112 7.930955 -6.861198 -0.02 -0.01 0.01
H -0.127046 8.788906 -4.446119 0.02 -0.08 0.09
S 2.307547 -0.114267 5.629754 -0.32 -0.16 -0.02
C -2.907727 -4.999671 7.292591 -0.03 -0.15 -0.24
C 3.351693 8.044703 -4.801006 0.18 0.24 -0.25
H 0.079998 0.324632 4.921035 0.10 0.07 -0.05
H -3.439085 -0.400884 1.696659 0.03 -0.12 -0.01
C -0.704727 -5.600447 8.682527 0.13 -0.31 -0.08
C -1.934738 -5.918028 6.560298 0.11 0.03 0.07
O -1.302763 -3.091539 8.120446 -0.20 -0.10 0.27
H -0.671426 -5.993950 9.695073 -0.01 0.12 0.05
C 0.559058 0.204905 5.890360 -0.29 -0.05 0.11
H 0.568757 -0.494607 2.512754 -0.01 -0.08 -0.01
C 0.649133 -1.674520 -4.107333 0.64 0.50 -0.19
S 1.879271 7.654368 -3.845296 0.19 0.19 -0.82
H 2.232204 -2.460144 5.802709 0.02 0.04 -0.06
H -1.771677 -4.723557 -5.879083 0.11 0.03 -0.02
H -1.171476 -8.584763 -5.114512 0.00 0.00 0.01
O 0.188405 -5.766821 -8.450181 0.16 0.08 0.03
H 3.956889 8.729214 -4.209372 -0.05 -0.01 0.07
H 2.035757 -3.111429 -4.613661 0.05 -0.09 0.15
C -0.242254 0.409928 -2.722291 0.41 0.14 -0.03
H 1.403090 -0.922123 8.320259 0.03 -0.01 0.00
H 0.191433 1.839410 2.068418 0.00 -0.01 0.03
C 1.169477 -1.585172 7.483248 0.13 0.20 -0.09
H -2.252200 -5.261517 -7.507167 0.09 0.08 -0.04
C -0.969399 -7.545906 -5.373235 -0.03 0.08 0.00
H 0.476842 1.128220 6.460700 0.10 0.02 -0.01
C -1.870897 1.125881 1.955450 0.07 -0.06 0.08
C 0.124836 -0.272775 1.542618 0.20 0.27 0.20
H -0.286804 -7.181059 7.245775 0.01 0.00 0.01
C 0.606275 5.964711 -1.224764 -0.25 -0.07 0.43
O 0.800247 -4.898755 -6.172957 0.25 -0.04 -0.11
H -0.348448 -1.752321 5.956364 0.00 -0.01 0.00
N 2.056623 -2.223327 -4.117715 -0.11 -0.03 -0.28
H 0.093258 -3.393210 -3.271481 -0.08 -0.01 0.10
H 0.842849 -0.477560 0.752216 -0.07 -0.12 -0.05
C -1.474885 6.271914 0.081913 0.04 0.39 -0.14
C -1.145503 -6.650803 7.654536 -0.06 0.03 -0.03
H 0.705833 0.397060 -4.679346 0.08 -0.03 -0.16
H -1.788684 -7.390201 8.136001 -0.01 0.02 0.01
H 3.322195 -1.754748 7.028598 0.05 0.10 -0.08
C 1.516630 9.378674 -5.788120 0.09 -0.02 0.04
H 1.526317 6.413190 -1.580417 -0.12 -0.17 0.26
H 0.257652 -5.162169 8.424423 -0.04 0.10 0.00
C -2.188146 -6.867893 -6.014084 0.05 -0.03 -0.03
H -0.080388 -2.130666 -2.249901 -0.35 0.37 -0.06
C -2.514558 -0.056056 1.237560 -0.20 0.26 0.08
H -2.987671 -6.709966 -5.292181 0.00 0.02 0.00
H -2.300487 6.015535 -0.579123 0.02 -0.13 0.02
O -1.496521 -2.107404 2.554120 0.00 -0.13 -0.01
H 0.997337 9.682882 -6.695735 -0.01 0.00 0.00
H 0.922954 -2.560927 7.886338 -0.03 -0.01 0.02
H -2.583372 -7.505217 -6.808668 0.02 0.00 -0.01
H -0.363904 1.483955 -2.932815 -0.16 0.04 -0.09
O -1.396137 3.645585 -0.028829 -0.21 0.03 0.18
O -0.633083 4.754792 2.093563 -0.15 -0.16 0.02
O 3.076204 0.872132 6.349673 0.11 0.00 -0.10
C 0.704434 8.356855 -4.998285 -0.09 0.27 -0.17
H -2.459644 -6.610760 5.905215 0.00 0.01 -0.02
C 2.360007 -1.658885 6.530398 -0.09 -0.16 0.26
H -1.255227 -5.324737 5.945104 -0.04 0.02 -0.03
C -0.418122 1.160078 1.471156 0.05 -0.07 -0.06
H 1.685000 10.270916 -5.180911 -0.03 0.00 0.01
O 1.881081 8.457741 -2.646219 -0.01 -0.12 0.06
H 0.177676 7.670165 0.031594 0.01 0.00 0.00
S -0.744667 4.730694 0.652623 0.25 0.18 -0.10
H 0.264491 0.405930 -1.733208 -0.10 -0.09 0.12
H -1.902312 0.968535 3.038904 -0.04 -0.02 0.00
C -0.358688 7.018896 -0.661908 0.05 -0.08 0.02
H 2.358350 -2.407852 -3.165992 -0.02 0.06 0.02
O -1.202449 -2.005295 0.054732 -0.03 -0.73 0.13
C 0.012139 -1.002978 6.662196 0.12 0.02 -0.09
H -0.693360 -7.017814 -4.458349 0.03 -0.01 0.00
H 1.149268 -7.581446 -5.973087 0.05 0.11 -0.07
C 0.773374 -0.161265 -3.744344 -0.57 -0.06 0.98
H -3.720731 -5.561998 7.751038 0.00 0.03 0.05
H -3.306795 -4.200864 6.671760 0.03 0.09 0.09
C 0.862800 4.989054 -0.079969 0.18 0.09 -0.19
C -1.712597 -5.534713 -6.604533 -0.31 -0.08 0.13
H -2.672186 0.160362 0.179329 0.12 -0.06 -0.04
H 0.140369 5.440738 -2.057973 0.05 -0.07 -0.02
H -0.389288 1.508911 0.440251 -0.05 -0.08 -0.07
N 0.148960 -1.826808 -5.473103 -0.44 0.04 0.40
H -2.387661 2.056768 1.734324 0.02 0.01 -0.04
O -2.702010 -4.278772 9.834276 0.07 0.17 0.04
H 3.589955 9.403506 -6.484695 0.01 0.00 0.00
H 0.004617 -8.112520 -7.236319 0.01 0.03 -0.03
```
Positions in Å, forces in eV/Å.

LUMO energy   1.75 eV
Charge   -1
Frontier orbital gap   0.0910 Eh
HOMO   -0.027 Ha